1.
The following is a DFT calculation (the ωB97M-V functional and the def2-TZVPD basis) of a structure of composition C38H65BCl2FHfN3O26S5 in a non-equilibrium geometry.

Output
- Frontier orbital gap: 8.3 eV
- F_max: 4.77 eV Å⁻¹
- HOMO: -9.04 eV

Each line ends with the Mulliken charge.
CARTESIAN COORDINATES (ANGSTROEM)
Hf  -0.321  -1.086  1.480  0.827
Cl  -0.099  0.698  -0.627  -0.252
Cl  -2.519  0.568  2.288  -0.581
S  1.159  5.398  -2.195  1.247
S  -0.001  -3.584  -1.506  1.018
S  -3.509  -1.510  -0.898  0.816
S  1.420  2.132  2.821  0.670
S  -0.630  -0.721  5.358  0.872
F  -0.618  5.385  1.258  -0.131
O  5.465  0.256  -0.009  -0.541
O  -0.770  -4.796  -0.726  0.045
O  1.145  2.261  4.470  0.358
O  -2.300  -0.769  5.579  -0.267
O  -0.247  -1.029  3.961  -0.631
O  -0.088  -3.483  1.983  -0.690
O  6.189  -0.663  1.778  -0.612
O  -2.337  6.735  2.157  -0.368
O  -1.853  2.073  -4.422  -0.498
O  -3.568  2.901  -5.488  -0.617
O  -2.322  -1.493  -0.049  -0.345
O  1.527  4.697  -3.639  -0.429
O  -3.957  -3.147  -0.946  0.085
O  -0.450  -3.538  -2.895  -0.679
O  1.236  -2.394  -6.755  -0.590
O  0.689  0.940  2.305  0.648
O  2.213  6.298  -1.754  -0.651
O  -0.040  -2.350  -0.749  -0.210
O  -1.857  -2.652  2.389  -0.769
O  -3.153  4.925  3.106  -0.368
O  1.228  3.514  2.284  -0.579
O  -0.175  5.875  -2.356  -0.617
O  -4.732  -0.684  -0.595  -0.676
O  -0.146  0.411  6.162  -0.577
O  2.114  -1.023  -8.138  -0.602
O  -4.518  6.553  2.292  -0.527
N  5.872  -0.726  0.599  1.119
N  -2.933  2.683  -4.497  1.034
N  1.888  -1.414  -6.983  1.013
C  -1.777  4.612  3.133  0.716
C  -4.300  4.364  -3.240  -0.764
C  -1.728  -5.081  2.939  -1.181
C  -3.136  2.592  -1.952  0.344
C  2.515  0.047  -3.553  -0.018
C  6.073  -4.310  -1.797  -0.556
C  -1.481  -5.761  -1.552  0.235
C  2.445  -0.632  -5.855  -0.315
C  3.201  1.687  2.770  -1.131
C  -3.529  3.226  -0.787  -0.595
C  0.960  3.639  -5.745  -1.256
C  -3.018  -1.326  -2.692  -0.901
C  5.112  -2.157  -1.317  0.097
C  3.589  0.159  -6.064  -0.451
C  -4.646  4.939  -2.017  -0.287
C  -3.127  1.449  6.256  -0.913
C  1.695  -4.268  -1.328  -1.185
C  -4.282  4.422  -0.821  -0.761
C  -3.520  3.195  -3.197  0.224
C  6.906  -4.201  -0.654  -0.441
C  5.939  -2.002  -0.171  0.007
C  1.126  3.894  -0.979  -0.930
C  4.226  0.842  -5.046  -0.892
C  0.638  3.766  -4.204  0.411
C  -1.882  -6.968  -0.704  -1.455
C  -5.154  -3.416  -1.718  -0.277
C  2.619  2.988  6.162  -1.159
C  6.871  -3.058  0.100  -0.553
C  -1.201  -3.719  2.464  1.041
C  -2.973  -0.065  6.554  -0.412
C  -3.457  6.130  2.572  0.550
C  1.575  3.417  5.096  -0.562
C  -5.293  -4.900  -1.496  -1.233
C  -1.251  5.791  2.384  0.375
C  5.155  -3.393  -2.038  -0.461
C  -0.322  -2.216  6.429  -1.090
C  1.944  -0.697  -4.539  -0.176
C  3.670  0.759  -3.766  -0.502
B  2.098  -1.542  1.252  1.592
H  -3.105  1.683  5.191  0.140
H  0.733  -2.474  6.339  0.426
H  -3.912  -0.604  6.676  0.430
H  1.862  4.210  4.406  0.476
H  -2.793  -4.977  3.146  0.322
H  -6.289  -5.202  -1.820  0.448
H  2.026  -4.441  -0.304  0.297
H  -2.448  -7.586  -1.400  0.445
H  4.125  1.222  -2.903  0.448
H  -6.045  -2.938  -1.311  0.339
H  7.570  -5.004  -0.372  0.402
H  -1.631  3.633  2.676  -0.245
H  0.091  3.576  -0.855  0.133
H  1.960  -2.501  0.778  -0.602
H  -2.284  2.029  6.632  0.254
H  -2.696  -2.288  -3.092  0.347
H  4.496  -3.537  -2.881  0.448
H  0.726  2.731  -3.873  0.103
H  -3.863  -0.929  -3.255  0.560
H  -2.550  -0.261  7.539  0.310
H  7.507  -2.990  0.970  0.418
H  2.207  -0.088  -2.526  0.486
H  0.154  3.153  -6.295  0.327
H  -1.540  -5.739  2.091  0.152
H  -3.202  2.684  0.088  0.534
H  2.319  -3.559  -1.871  0.135
H  -2.569  -6.760  0.116  0.277
H  4.349  -1.412  -1.487  0.280
H  -0.688  -1.895  7.404  0.371
H  3.150  -1.324  1.350  -0.478
H  3.943  0.246  -7.080  0.438
H  -5.088  5.924  -2.028  0.373
H  3.710  1.844  1.819  0.336
H  1.669  -5.227  -1.845  0.551
H  -1.325  4.640  4.124  -0.175
H  2.952  3.890  6.675  0.407
H  -2.436  -5.366  -1.899  -0.254
H  1.626  -0.810  0.615  -0.206
H  -3.972  1.768  6.866  0.414
H  3.674  2.353  3.492  0.498
H  1.571  4.104  -0.006  0.408
H  1.099  4.572  -6.291  0.401
H  -1.162  -5.427  3.804  0.372
H  3.315  0.657  3.107  0.272
H  -2.450  1.759  -1.912  0.110
H  -4.599  4.908  -4.124  0.450
H  -0.856  -3.075  6.023  0.293
H  -1.030  -7.387  -0.167  0.391
H  -5.199  -5.233  -0.462  0.277
H  -2.259  -0.545  -2.736  0.052
H  -0.420  4.016  -4.120  0.176
H  1.156  -1.408  -4.337  0.685
H  -5.008  -3.201  -2.776  0.305
H  -0.919  -6.099  -2.422  0.429
H  -0.524  6.396  2.926  0.123
H  1.659  -1.533  2.238  -0.121
H  -4.492  4.898  0.125  0.409
H  6.125  -5.110  -2.521  0.401
H  1.828  2.979  -5.753  0.197
H  0.732  3.862  5.624  0.304
H  5.077  1.479  -5.234  0.421
H  -4.557  -5.541  -1.982  0.275
H  3.392  2.354  5.727  0.255
H  2.098  2.346  6.872  0.261
H  1.730  3.104  -1.425  0.412

2.
The following is a DFT calculation (the ωB97M-V functional and the def2-TZVPD basis) of a structure of composition C38H65N2O15S2 in a non-equilibrium geometry.

Output
- Frontier orbital gap: 7.6 eV
- Total charge: -1
- F_max: 2.69 eV Å⁻¹
- HOMO: -5.70 eV

Each line ends with the Mulliken charge.
CARTESIAN COORDINATES (ANGSTROEM)
S  -3.565  -2.084  0.771  1.147
S  -2.835  -4.673  0.961  1.334
O  -2.871  1.890  -2.553  -0.264
O  7.303  3.566  9.018  -0.353
O  -2.162  -4.396  -0.288  -0.612
O  -2.325  -1.449  0.394  -0.531
O  9.083  4.410  7.903  -0.564
O  7.039  4.176  6.966  -0.316
O  -4.667  1.244  0.597  -0.526
O  -4.423  -2.332  -0.378  -0.434
O  -1.942  -5.353  1.875  -0.820
O  -2.317  5.503  -6.297  -0.559
O  6.751  2.797  1.248  -0.344
O  -4.115  4.661  -5.212  -0.413
O  -4.366  5.345  -7.244  -0.356
O  5.318  3.573  2.668  -0.364
O  5.034  1.471  1.881  -0.529
N  -5.630  -4.748  -3.102  0.225
N  -3.393  -3.359  1.736  -0.775
C  8.108  3.424  10.195  -0.184
C  -4.198  -5.834  0.709  -1.217
C  4.453  2.593  4.727  -0.662
C  -3.103  5.755  -3.282  -1.329
C  -5.319  0.033  1.003  -0.467
C  2.335  -1.711  -1.112  -1.984
C  4.152  3.416  3.493  -0.311
C  -4.135  -3.711  -4.291  -0.736
C  5.634  2.510  1.925  0.804
C  1.969  -2.537  0.139  3.205
C  -5.973  -6.270  -1.090  -0.675
C  2.713  -1.838  1.325  -2.220
C  -5.821  -3.440  -2.833  -0.380
C  -3.834  5.993  -8.397  -0.645
C  -4.310  1.065  -0.776  1.297
C  -1.023  -1.261  -2.665  0.568
C  -3.316  4.456  -4.030  0.342
C  0.931  -3.311  -2.623  -2.249
C  0.489  0.474  -2.256  -0.531
C  7.254  1.704  0.477  -0.596
C  -4.626  -4.959  -3.988  -0.502
C  0.278  -0.883  -2.442  -0.560
C  0.467  -2.507  0.507  -1.807
C  -4.883  -2.758  -3.569  -0.393
C  2.543  -3.984  0.111  -1.846
C  -4.464  -6.164  -0.785  -0.047
C  -3.480  5.194  -6.249  0.740
C  8.299  4.749  10.903  -1.095
C  -1.816  0.988  -2.513  0.124
C  7.547  4.797  5.782  -0.598
C  -4.382  -0.848  1.822  -1.014
C  -3.371  2.162  -1.249  -0.920
C  -0.523  1.389  -2.272  -0.707
C  -2.043  -0.345  -2.711  -0.726
C  1.441  -1.882  -2.378  3.531
C  2.355  -1.544  -3.599  -1.974
C  -6.394  -5.845  -2.522  -1.139
C  7.926  4.080  7.957  0.751
H  1.497  0.828  -2.051  0.410
H  -0.345  2.450  -2.102  0.455
H  2.996  -0.679  -3.399  0.388
H  -4.271  -5.912  -4.344  0.358
H  8.459  4.312  5.440  0.313
H  9.064  2.962  9.946  0.310
H  -4.593  5.936  -9.174  0.221
H  3.040  -2.401  -3.698  0.541
H  -5.218  1.096  -1.401  0.084
H  8.071  2.089  -0.128  0.214
H  -4.869  -1.289  2.695  0.454
H  -3.843  0.080  -0.880  -0.747
H  2.384  -0.801  1.440  0.441
H  0.100  -3.600  -1.974  0.123
H  -6.236  -7.334  -1.007  0.306
H  -2.931  5.497  -8.747  0.296
H  -6.603  -5.752  -0.361  0.510
H  7.637  0.926  1.136  0.285
H  3.392  -4.007  -0.585  0.344
H  -3.631  7.041  -8.178  0.286
H  1.725  -4.053  -2.509  0.375
H  7.725  5.857  5.962  0.322
H  8.868  5.446  10.287  0.313
H  -5.748  -0.477  0.136  0.272
H  6.486  1.300  -0.181  0.264
H  -3.917  -5.488  -1.447  0.118
H  -3.962  -6.751  1.246  0.280
H  6.788  4.695  5.011  0.118
H  2.566  -2.430  2.231  0.533
H  3.332  2.989  2.916  0.388
H  2.263  -0.654  -0.830  0.200
H  -2.553  2.310  -0.530  0.314
H  3.781  -1.843  1.059  0.452
H  2.821  -4.325  1.108  0.428
H  0.544  -3.355  -3.649  0.533
H  -2.579  5.571  -2.343  0.353
H  4.717  1.568  4.465  0.280
H  1.794  -1.473  -4.534  0.355
H  -2.514  6.459  -3.871  0.390
H  -3.868  3.763  -3.407  0.064
H  -3.578  -0.210  2.198  0.397
H  3.377  -1.895  -1.407  0.513
H  -4.767  -1.684  -3.545  0.702
H  -5.094  -5.369  1.127  0.475
H  -3.066  -0.670  -2.884  0.014
H  -6.570  -3.060  -2.157  0.321
H  -4.060  6.234  -3.067  0.341
H  3.854  4.423  3.785  0.280
H  -6.163  0.342  1.636  0.411
H  0.408  -2.548  1.602  0.460
H  -0.015  -1.572  0.217  0.180
H  -3.311  -3.489  -4.955  0.445
H  -4.039  -7.161  -0.950  0.381
H  8.832  4.607  11.843  0.354
H  3.589  2.562  5.390  0.373
H  -1.300  -2.300  -2.800  0.296
H  -0.083  -3.384  0.163  0.084
H  1.782  -4.631  -0.335  0.303
H  -3.931  3.107  -1.267  0.330
H  -7.432  -5.492  -2.449  0.367
H  -2.372  3.979  -4.286  0.272
H  -6.430  -6.688  -3.216  0.418
H  7.572  2.733  10.844  0.293
H  5.300  3.013  5.270  -0.037
H  7.333  5.213  11.110  0.290

3.
The following is a DFT calculation (the ωB97M-V functional and the def2-TZVPD basis) of a cluster of 3 separate species, C38H65N5O2S in total in a non-equilibrium geometry.

Output
- Frontier orbital gap: 7.5 eV
- F_max: 4.40 eV Å⁻¹
- HOMO: -8.11 eV

Each line ends with the Mulliken charge.
CARTESIAN COORDINATES (ANGSTROEM)
S  0.550  2.522  -7.634  -0.256
O  -2.085  -4.523  -1.035  -0.535
O  -3.382  2.898  -3.999  -0.371
N  1.915  0.143  1.203  -0.077
N  2.306  2.990  -3.924  -0.286
N  -0.109  1.606  -5.143  -0.411
N  -6.465  -3.628  1.180  0.242
N  6.918  -1.774  3.253  0.102
C  6.710  -3.204  3.454  -0.676
C  -3.277  0.608  -3.059  -0.797
C  2.925  -0.321  0.230  -0.585
C  -1.950  -3.352  -1.856  -0.419
C  0.810  2.351  -5.809  -0.137
C  -6.172  -2.633  2.203  -0.675
C  8.171  -1.248  3.779  -0.693
C  -3.291  2.149  -2.767  -0.433
C  3.426  5.299  -2.270  -0.601
C  1.394  6.695  -0.755  -0.745
C  -0.628  0.741  -2.886  0.530
C  -1.258  -0.254  -0.517  -0.983
C  -7.098  -2.569  3.420  -1.024
C  2.644  4.485  -1.298  0.310
C  0.260  1.562  -3.801  0.718
C  1.411  2.236  -3.175  -0.069
C  1.129  1.311  0.744  -1.935
C  5.727  -0.980  3.520  -0.321
C  2.919  2.951  -1.130  -1.160
C  -0.632  -1.694  -0.262  -0.350
C  1.605  5.239  -0.542  0.959
C  -0.588  -2.617  -1.545  -0.552
C  0.813  1.356  -0.789  1.294
C  -6.075  -4.995  1.511  -0.685
C  6.398  -3.687  4.872  -0.971
C  -6.898  -5.736  2.566  -1.141
C  0.682  4.559  0.519  -0.623
C  -8.093  -2.176  -0.036  -1.345
C  3.192  6.725  -2.504  -0.664
C  2.013  3.026  -5.248  -0.381
C  5.836  0.469  3.063  -1.459
C  8.270  -1.019  5.289  -0.960
C  -7.779  -3.543  0.559  -0.368
C  -1.867  0.014  -3.495  -0.880
C  -3.742  4.259  -3.731  -0.663
C  1.673  2.140  -1.694  0.445
C  2.165  7.462  -1.745  -0.521
C  -0.355  0.626  -1.444  1.082
H  -1.218  -2.253  0.529  0.415
H  -2.973  -4.441  -0.639  0.332
H  -2.473  2.513  -2.086  0.207
H  0.223  -3.391  -1.376  0.479
H  0.082  3.705  0.108  -0.122
H  7.583  -3.749  3.080  0.365
H  6.072  0.531  1.998  0.296
H  6.032  -4.717  4.835  0.398
H  8.994  -1.899  3.466  0.344
H  8.458  -1.947  5.827  0.278
H  -6.656  -6.802  2.537  0.406
H  5.461  -0.990  4.586  0.195
H  1.675  2.228  1.106  -0.073
H  4.884  -1.423  2.981  0.457
H  -7.336  -1.881  -0.767  0.269
H  -2.783  -2.609  -1.682  0.191
H  -8.161  -1.401  0.730  0.297
H  -1.386  0.256  0.486  0.534
H  0.612  7.211  -0.145  0.252
H  0.146  1.324  1.307  0.509
H  -4.268  2.363  -2.222  0.521
H  4.221  4.815  -2.900  0.267
H  -1.874  -1.076  -3.193  -0.454
H  5.886  -3.516  2.803  0.361
H  4.884  0.979  3.227  0.401
H  -6.962  -1.613  3.934  0.381
H  6.597  1.019  3.622  0.401
H  -8.580  -3.808  1.263  0.259
H  3.208  2.636  -0.098  0.336
H  9.110  -0.353  5.504  0.367
H  -1.961  -3.584  -2.967  0.275
H  7.288  -3.692  5.502  0.222
H  3.780  2.684  -1.815  0.389
H  3.522  -1.129  0.757  0.279
H  1.334  -0.612  1.562  0.415
H  -6.868  -3.350  4.144  0.293
H  3.774  7.304  -3.264  0.323
H  -6.670  -5.389  3.574  0.264
H  -8.153  -2.646  3.150  0.244
H  1.338  4.240  1.380  0.242
H  2.510  -0.802  -0.698  0.197
H  -2.289  -0.416  -0.920  -0.115
H  8.379  -0.298  3.278  0.373
H  -6.168  -1.646  1.729  0.379
H  1.328  1.512  -8.181  0.156
H  -1.865  -0.006  -4.624  0.608
H  -9.058  -2.210  -0.547  0.426
H  -7.973  -5.643  2.399  0.275
H  1.978  8.553  -1.901  0.345
H  5.629  -3.086  5.359  0.275
H  -6.103  -5.584  0.587  0.449
H  -2.782  4.807  -3.485  0.242
H  7.373  -0.554  5.703  0.249
H  -0.038  5.316  0.940  0.445
H  -7.827  -4.268  -0.260  0.434
H  -3.765  0.039  -2.211  0.291
H  -5.142  -2.765  2.550  0.316
H  -0.225  -2.020  -2.437  0.081
H  -4.216  4.733  -4.640  0.236
H  -3.973  0.451  -3.940  0.524
H  2.688  3.608  -5.918  0.455
H  3.631  0.528  0.045  0.124
H  -4.462  4.381  -2.875  0.299
H  -5.022  -5.004  1.815  0.312
H  0.430  -1.635  0.118  -0.117

| no. | E (a.u.) |
| --- | --- |
| 1 | -6691.14654 |
| 2 | -3521.47468 |
| 3 | -2309.17537 |